Here is a cluster of 2 separate species, C29H56N7O2S5 in total in a non-equilibrium geometry from the Open Molecules 2025 dataset. Energies are from wB97M-V/def2-TZVPD.

Last column: Löwdin charge in e.
Positions of all 99 atoms, in Å:
C 5.34734 -2.27531 1.98870  -0.149
C 4.53301 -1.34005 3.11087  -0.226
C 4.71755 0.28911 2.78086  -0.184
C 3.34501 0.96405 2.18462  -0.221
N 3.53072 2.41738 1.71058  -0.194
C 2.20604 2.84541 1.11879  -0.247
C 1.31375 3.83114 2.12279  -0.150
C -0.11962 4.09014 1.30082  -0.187
C -1.43307 4.12183 2.28403  -0.207
N -2.76679 4.15369 1.57708  0.024
C -3.42768 2.79740 1.48144  -0.144
N -3.39962 2.19109 0.22125  0.129
C -2.75272 2.78553 -1.01032  -0.144
C -3.88080 3.72758 -1.80842  -0.129
C -4.76399 2.87463 -2.89637  -0.234
O -5.06693 3.77141 -4.05032  -0.148
N -4.11121 2.23693 2.70313  -0.129
C -5.39489 1.50701 2.40100  -0.242
C -6.51840 2.34694 1.56264  -0.193
C -7.27165 1.23277 0.56792  -0.468
S -7.96415 -0.23827 1.53078  0.796
C -7.61102 -1.86151 0.66575  -0.919
S -7.84174 -1.98612 -1.04897  0.592
N -7.15436 -3.15386 1.34266  -0.170
C -6.27251 -3.39644 2.54666  -0.060
C -6.14614 -5.02001 2.87511  -0.076
N -6.95343 -5.73032 1.79472  -0.012
C -7.50722 -4.59956 0.93793  -0.093
C -3.24418 1.29200 3.50106  -0.430
S -2.42897 -0.07408 2.47916  0.811
C -0.69335 0.39580 1.95567  -0.500
C -0.58155 0.12496 0.31719  -0.176
C 4.49457 2.38625 0.50600  -0.980
S 5.94865 3.33085 0.54740  0.615
S 4.20850 1.40095 -1.06444  0.763
C 4.62645 -0.42176 -0.83381  -0.495
C 4.90398 -1.13644 -2.29749  -0.276
C 4.06004 -2.52039 -2.54494  -0.147
H 4.63509 -2.61466 1.09602  0.069
H 6.29122 -1.70308 1.54392  0.076
H 5.79654 -3.21938 2.54834  0.081
H 3.39419 -1.63550 3.19600  0.104
H 5.12366 -1.52712 4.13039  0.112
H 5.63463 0.33079 2.01684  0.100
H 5.02027 0.84865 3.76776  0.119
H 2.97269 0.25874 1.31190  0.098
H 2.47861 0.93654 3.00158  0.136
H 1.56694 1.88520 0.85935  0.091
H 2.36901 3.42158 0.09673  0.134
H 1.91327 4.84043 2.27252  0.129
H 1.13567 3.35627 3.18032  0.111
H 0.01033 5.06720 0.64758  0.136
H -0.24311 3.11743 0.61982  0.074
H -1.36082 5.14139 2.90115  0.154
H -1.29770 3.26550 3.06846  0.094
H -3.36510 4.85239 2.10900  0.150
H -3.86310 1.24181 0.08894  0.161
H -2.38631 1.92236 -1.71222  0.140
H -1.84665 3.49588 -0.80649  0.117
H -4.54127 4.34468 -1.04742  0.121
H -3.27729 4.54026 -2.43566  0.140
H -5.81483 2.60854 -2.42211  0.122
H -4.20878 1.93733 -3.32890  0.130
H -5.22938 3.18559 -4.86791  0.122
H -5.94113 1.11644 3.38830  0.148
H -5.17638 0.51503 1.77427  0.100
H -6.10949 3.17386 0.84579  0.105
H -7.37666 2.82098 2.22687  0.133
H -8.10248 1.70834 -0.10482  0.100
H -6.44317 0.77110 -0.15622  0.077
H -5.76144 -2.53632 3.16733  0.094
H -5.57501 -5.58588 3.72561  0.099
H -8.16740 -4.92964 0.01416  0.124
H -3.97991 0.71906 4.24715  0.118
H -2.46951 1.84080 4.22505  0.120
H 0.03760 -0.38193 2.47827  0.090
H -0.34981 1.46967 2.27076  0.056
H 0.25229 -0.66825 0.10014  0.090
H -0.48141 1.11407 -0.30923  0.056
H -1.60443 -0.37517 -0.03692  0.063
H 3.77842 -1.04767 -0.31447  0.058
H 5.62381 -0.56718 -0.19984  0.080
H 6.05376 -1.41674 -2.39832  0.118
H 4.58061 -0.38712 -3.16756  0.104
H 4.81484 -3.36430 -2.92108  0.061
H 3.50382 -2.94152 -1.60533  0.064
H 3.26447 -2.40748 -3.42039  0.083
C 7.71184 -5.60701 -4.29838  -0.009
C 6.95736 -4.45278 -4.89528  -0.529
O 6.53575 -3.52090 -4.21117  -0.004
N 6.74385 -4.45882 -6.24315  0.002
C 7.15779 -5.45495 -7.20179  -0.080
H 7.80535 -5.46627 -3.21846  0.087
H 7.17112 -6.53982 -4.48009  0.088
H 8.71565 -5.65863 -4.72867  0.088
H 6.22902 -3.65033 -6.57620  0.145
H 7.79736 -4.96882 -7.94170  0.086
H 6.26409 -5.84355 -7.69496  0.085
H 7.70202 -6.27784 -6.73714  0.077

Summary:
max |F| = 7.86 eV/Å
E = -3662.3821 Ha
net charge = +1
orbital gap = 5.725 eV
E_HOMO = -0.3683 Eh
ΔE to the lowest compared entry with this formula, charge and spin = 16.568 eV